Record 1
This record from the OMol25 dataset describes a 2-piece molecular cluster, C5H5IN2O4 overall. The level of theory is ωB97M-V/def2-TZVPD.

Each line ends with the natural charge from an NBO analysis.
Geometry (Å):
C  -1.7779  -0.8649  0.9232  -0.357
C  -1.7172  0.5655  1.0327  -0.261
C  -0.9704  -1.2759  -0.0633  0.468
C  -0.6349  0.9808  0.2405  0.334
C  2.1217  -0.5404  0.5470  0.357
N  -0.2020  -0.1311  -0.4456  -0.259
N  0.9539  -0.3499  -1.1144  0.059
O  1.7082  -1.0131  1.5148  -0.489
O  -0.5942  -2.4253  -0.5150  -0.638
O  -0.1038  2.2274  -0.2407  -0.714
O  1.4244  0.7656  -1.7644  -0.540
I  4.0171  0.2361  0.0572  0.054
H  -2.5063  -1.5017  1.4416  0.238
H  -2.3553  1.2142  1.5641  0.232
H  0.0945  -2.2189  -1.2820  0.515
H  -0.7602  2.6957  -0.7345  0.497
H  1.3025  1.6359  -1.1612  0.505

Cartesian forces, eV/Å:
C -2.24 -0.43 0.56
C 2.70 0.56 -1.39
C 1.50 2.73 0.82
C -1.34 0.96 -0.20
C -0.84 -0.73 3.68
N 0.23 -0.69 -0.74
N -2.23 0.66 -2.62
O 0.20 -0.23 -0.60
O 2.21 -1.40 -2.93
O -0.11 -1.66 1.92
O -0.22 1.54 1.61
I 2.90 0.83 -0.47
H 0.49 0.40 -0.30
H -0.51 0.41 0.62
H -1.77 -0.74 2.07
H -0.83 0.37 -0.50
H -0.16 -2.58 -1.53

HOMO (spin up / spin down), eV: -6.5 / -8.4
Kohn-Sham gap (spin up / spin down), eV: 6.8 / 6.1
Molar mass, g mol⁻¹: 284.01
<S²>: 2.0170
Spin multiplicity: 3



Record 2
This record from the OMol25 dataset describes C5H5MgO as an isolated structure. The level of theory is ωB97M-V/def2-TZVPD.

Each line ends with the Mulliken charge.
Geometry (Å):
C  0.4255  -1.2486  2.8738  -0.210
C  1.0077  -1.2721  1.6621  -0.205
C  1.2088  0.3639  1.9073  0.258
O  0.7756  1.0403  0.9567  -0.482
Mg  -0.0614  0.9477  -0.7883  1.101
H  0.9226  -1.7513  3.7143  0.335
H  -0.6768  -1.2131  2.8031  0.264
H  2.0627  0.7661  2.4732  0.433
C  -0.8982  0.6957  -2.7831  0.195
C  -1.4027  0.5790  -3.9488  -0.306
H  -1.7547  -0.3922  -4.3287  0.313
H  -1.6092  1.4846  -4.5414  0.304

Cartesian forces, eV/Å:
C -1.15 -1.92 -0.45
C 0.16 3.82 0.01
C 2.32 -3.13 -1.56
O -1.24 0.64 -0.71
Mg 0.34 -0.11 0.47
H 0.03 1.16 0.67
H 0.18 -0.26 0.73
H -0.71 -0.29 0.62
C -0.16 0.03 -0.52
C 0.00 0.06 0.93
H 0.13 0.09 -0.10
H 0.10 -0.10 -0.08

HOMO (spin up / spin down), eV: -16.3 / -19.2
Kohn-Sham gap (spin up / spin down), eV: 6.0 / 8.8
Molar mass, g mol⁻¹: 105.40
Energy above the lowest of the compared OMol25 structures with the same formula, charge and spin, kcal per mole: 81.34
<S²>: 0.7558
Total charge: +2
Spin multiplicity: 2



Record 3
This record from the OMol25 dataset describes C5H5MnO3 as an isolated structure. The level of theory is ωB97M-V/def2-TZVPD.

Each line ends with the natural charge from an NBO analysis.
Geometry (Å):
O  -0.2581  2.1639  -0.2576  -0.927
C  -1.0566  1.1528  -0.3825  0.503
O  -1.5956  0.6334  0.8047  -0.553
Mn  1.6114  1.8646  0.1194  1.184
H  -1.8378  1.2804  -1.1571  0.127
O  3.0421  -0.9575  0.5765  -0.694
C  1.9945  -0.2022  0.0810  -0.221
C  0.8817  -0.7648  -0.3367  -0.001
C  -0.4903  -0.5975  -0.6608  -0.426
C  -1.5167  -0.7647  0.4650  -0.070
H  3.7052  -0.3686  0.9426  0.477
H  -0.7951  -0.9756  -1.6447  0.229
H  -2.4908  -1.1289  0.1042  0.177
H  -1.1938  -1.3352  1.3461  0.195

Cartesian forces, eV/Å:
O 0.76 0.31 -0.05
C -0.64 -1.67 -0.66
O -0.20 -0.04 0.59
Mn -0.28 -0.40 0.02
H 0.22 0.01 0.12
O -0.02 0.48 -0.22
C -0.94 -1.73 0.04
C 0.74 1.61 0.44
C -0.11 0.72 -0.34
C 0.04 0.37 0.11
H 0.10 0.13 -0.06
H 0.14 0.13 0.25
H 0.28 0.00 0.07
H -0.09 0.10 -0.31

HOMO (spin up / spin down), eV: -6.5 / -8.9
Kohn-Sham gap (spin up / spin down), eV: 5.7 / 7.9
Molar mass, g mol⁻¹: 168.03
<S²>: 12.0560
Spin multiplicity: 7



Record 4
This record from the OMol25 dataset describes one molecule with the formula C5H5N. The level of theory is ωB97M-V/def2-TZVPD.

Each line ends with the natural charge from an NBO analysis.
Geometry (Å):
C  -1.9222  -0.4423  -0.5682  -0.146
C  -1.5105  -0.2262  0.6345  -0.122
C  -0.6657  0.4541  -0.4118  -0.329
C  0.6016  -0.1361  -0.2838  0.249
N  1.4221  -1.0644  -0.4045  -0.345
C  1.9483  0.1761  0.2222  -0.335
H  -2.6136  -0.8132  -1.4020  0.259
H  -1.4020  -0.4296  1.5994  0.220
H  -0.5823  1.4910  -0.5024  0.214
H  2.6574  0.8646  -0.1697  0.179
H  2.0669  0.1261  1.2862  0.156

Cartesian forces, eV/Å:
C -0.40 0.49 -1.31
C -1.18 0.57 -3.99
C -1.45 -2.07 0.44
C 3.13 0.84 -0.69
N -0.01 -1.31 -0.69
C -1.14 0.18 1.31
H 1.27 0.42 1.80
H -0.10 -0.73 3.84
H -0.65 1.63 -0.12
H 0.40 0.15 -1.27
H 0.12 -0.18 0.69

HOMO, eV: -9.2
Kohn-Sham gap, eV: 10.3
Molar mass, g mol⁻¹: 79.10
Energy above the lowest of the compared OMol25 structures with the same formula, charge and spin, kcal per mole: 122.57
SMILES string: C1=CC1C1=NC1



Record 5
This record from the OMol25 dataset describes one molecule with the formula C5H5N. The level of theory is ωB97M-V/def2-TZVPD.

Each line ends with the natural charge from an NBO analysis.
Geometry (Å):
C  0.3846  0.6806  -1.5313  -0.173
C  0.5305  -0.0341  -0.4803  -0.047
C  -0.3035  -0.7484  0.7110  0.238
N  -0.3842  -1.5274  1.6970  -0.293
C  -1.5997  -0.6879  1.3286  -0.323
C  1.7473  0.7649  -0.8335  -0.377
H  -0.5138  1.0202  -2.0665  0.236
H  -2.0180  -0.0250  2.0248  0.192
H  -2.3475  -1.3312  0.7848  0.164
H  2.4611  0.2878  -1.3866  0.189
H  2.0433  1.6005  -0.2480  0.193

Cartesian forces, eV/Å:
C -1.88 0.42 0.14
C -1.13 -2.22 3.83
C 1.73 2.03 -1.79
N 1.04 0.53 -0.94
C -1.35 -2.74 -2.06
C -2.18 -0.03 -0.04
H 1.11 0.22 -0.21
H 0.03 1.20 0.81
H 0.26 0.91 0.82
H 2.26 -1.06 -0.93
H 0.11 0.74 0.37

HOMO, eV: -9.8
Kohn-Sham gap, eV: 10.5
Molar mass, g mol⁻¹: 79.10
Energy above the lowest of the compared OMol25 structures with the same formula, charge and spin, kcal per mole: 127.85
SMILES string: C1=C(C2=NC2)C1



Record 6
This record from the OMol25 dataset describes one molecule with the formula C5H5N. The level of theory is ωB97M-V/def2-TZVPD.

Each line ends with the natural charge from an NBO analysis.
Geometry (Å):
C  -2.5872  0.1964  0.2193  0.183
C  -0.1594  -0.6163  -0.0377  -0.549
C  2.3339  0.3270  0.0085  -0.489
C  -1.2321  0.4404  0.0101  -0.171
C  1.2000  -0.1812  -0.2904  0.130
N  -3.7308  0.0510  0.2252  -0.270
H  -0.3197  -1.3117  0.7133  0.255
H  -0.3512  -1.2361  -1.1276  0.262
H  2.5401  0.6905  1.0315  0.200
H  3.1375  0.1601  -0.5919  0.213
H  -0.8308  1.4799  -0.1601  0.236

Cartesian forces, eV/Å:
C 1.01 0.32 -0.67
C -1.12 0.32 -4.52
C -0.94 0.31 2.86
C 1.63 1.15 -0.06
C -1.16 -0.61 -0.26
N -0.79 -0.22 0.34
H 0.13 -1.57 1.51
H -0.07 1.16 2.72
H -0.01 0.19 -0.36
H 2.37 0.06 -1.82
H -1.05 -1.10 0.25

HOMO (spin up / spin down), eV: -8.1 / -9.1
Kohn-Sham gap (spin up / spin down), eV: 6.9 / 9.3
Molar mass, g mol⁻¹: 79.10
Energy above the lowest of the compared OMol25 structures with the same formula, charge and spin, kcal per mole: 124.43